C59H52N2O6PdS3Sb | ωB97M-V with the def2-TZVPD basis set

Calculated values
relative energy (zero: lowest compared OMol25 entry of this formula, charge and spin) = 9.9 kcal per mole
Kohn-Sham gap = 7.20 eV
highest occupied orbital energy = -0.1897 Eh
energy = -4403.13814 a.u.

```
! RIJCOSX wB97M-V def2-TZVPD def2/J DEFGRID3
* xyz -1 1
Sb -0.895 3.288 -2.118
Pd 1.287 -0.740 0.184
S 0.573 2.347 -0.747
S 5.219 0.995 -3.802
S 2.291 1.094 -4.361
O -3.029 -2.172 2.158
O -0.629 -0.465 0.035
O -1.507 -2.879 3.691
O 1.361 -1.443 2.007
O 3.196 -1.459 0.083
O 7.037 -0.919 -1.500
N 4.486 -0.322 -1.481
N 3.324 0.037 -2.148
C -1.421 5.196 0.101
C -0.066 -6.149 1.671
C 2.094 5.484 -4.378
C 1.421 5.987 -5.481
C 1.918 -1.937 6.121
C -3.408 -4.257 3.290
C -1.045 2.394 3.093
C -2.401 -0.274 -4.036
C -3.353 5.105 -1.327
C -0.618 4.985 -4.698
C -3.617 -2.027 4.469
C 0.636 -2.499 2.557
C 6.469 -2.646 2.222
C -3.348 1.801 3.370
C -3.370 6.499 0.633
C 3.359 2.103 -5.412
C 1.415 4.723 -3.434
C -0.812 -1.997 2.812
C -3.784 0.383 -0.496
C 6.807 -1.487 -0.302
C 0.056 4.481 -3.591
C 7.898 -2.017 0.387
C -3.377 2.310 -3.757
C 1.167 -1.837 4.960
C 2.362 -3.679 4.024
C -1.672 0.665 -3.322
C 2.899 -2.911 6.240
C -1.968 0.565 1.809
C -2.887 -0.647 -0.249
C 5.382 -2.141 1.532
C -1.765 -0.583 0.816
C -2.892 -2.833 3.404
C 4.293 -1.075 -0.416
C -2.905 -1.745 -1.114
C -4.006 6.007 -0.497
C -2.078 6.093 0.931
C 0.046 -4.955 2.365
C -0.895 1.374 2.164
C 1.367 -2.715 3.898
C -1.740 -1.921 1.600
C -3.609 0.079 -4.618
C -2.275 2.619 3.695
C -4.735 -0.812 -2.362
C -4.708 0.295 -1.535
C 1.076 -3.935 0.469
C 0.602 -3.818 1.769
C 3.121 -3.779 5.183
C -4.100 1.369 -4.475
C 4.713 1.425 -5.485
C 7.730 -2.588 1.635
C 0.389 -6.243 0.361
C -3.815 -1.833 -2.151
C 0.064 5.739 -5.643
C -2.158 1.961 -3.185
C -2.057 4.697 -1.034
C 0.969 -5.133 -0.229
C -3.192 0.780 2.443
C 5.526 -1.566 0.270
C 3.574 0.624 -3.241
H -0.720 -1.008 3.268
H -5.452 -0.877 -3.171
H -0.191 3.010 3.349
H 0.305 -7.176 -0.183
H 0.423 -1.056 4.886
H 2.558 -4.358 3.205
H 4.659 0.524 -6.096
H 0.067 1.189 1.714
H -4.311 1.952 3.844
H -0.746 0.382 -2.840
H -0.463 6.132 -6.504
H -5.049 1.642 -4.918
H -3.803 -2.699 -2.803
H 8.591 -2.987 2.157
H -5.019 6.312 -0.727
H -4.670 -1.915 4.204
H -1.678 4.794 -4.833
H -2.026 -1.286 -4.125
H -0.431 4.839 0.363
H -2.394 3.418 4.418
H -5.407 1.109 -1.691
H -4.474 -4.250 3.063
H 3.153 5.676 -4.253
H -3.166 -1.038 4.544
H -2.177 -2.534 -0.987
H -0.506 -7.011 2.158
H 2.883 2.173 -6.390
H 1.955 6.571 -6.221
H -1.584 6.455 1.824
H -4.030 0.136 2.211
H -4.177 -0.657 -5.173
H 8.873 -1.956 -0.080
H 1.561 -3.097 -0.008
H -3.887 7.188 1.288
H -3.779 3.309 -3.646
H -3.771 1.276 0.115
H -3.244 -4.793 4.226
H 1.354 -5.191 -1.240
H 5.471 2.091 -5.898
H -3.877 4.718 -2.191
H -2.873 -4.768 2.490
H 6.336 -3.080 3.204
H -0.303 -4.898 3.385
H 3.892 -4.537 5.253
H 1.741 -1.241 6.933
H 1.933 4.303 -2.577
H -1.482 -2.708 0.890
H 6.162 -0.554 -1.804
H 4.385 -2.173 1.954
H 3.492 -2.985 7.144
H 3.450 3.103 -4.989
H -3.542 -2.531 5.433
*
```

Results of the Löwdin charge analysis, in e, for atoms 1 through 6: 1.225 0.989 0.113 0.928 0.880 -0.003


C19H27BeN3O2Si2 | ωB97M-V with the def2-TZVPD basis set

Calculated values
Kohn-Sham gap = 8.29 eV
highest occupied orbital energy = -0.3172 Eh
energy = -1648.90533 a.u.

```
! RIJCOSX wB97M-V def2-TZVPD def2/J DEFGRID3
* xyz 0 1
Si 0.087 1.639 1.738
Si 0.730 -1.439 1.753
O 2.447 -1.207 -3.078
O 2.081 1.839 -2.956
N 1.083 0.120 -1.713
N -1.104 1.325 -1.552
N -0.641 -1.672 -1.474
C -1.654 -3.785 -1.842
C 0.454 -2.092 -2.123
C 0.103 1.751 3.622
C -2.348 1.792 -1.500
C 1.505 -1.015 -2.347
C -1.197 2.943 1.248
C -1.722 3.758 -2.695
C -0.513 -4.228 -2.496
C 1.187 1.348 -2.314
C 2.523 -1.367 1.194
C -0.298 -0.048 1.040
C -2.704 2.997 -2.078
C -0.422 3.278 -2.742
C 0.083 -3.154 1.279
C 0.748 -1.526 3.639
C 1.756 2.284 1.154
C -1.671 -2.502 -1.327
C -0.159 2.047 -2.174
C 0.565 -3.368 -2.638
Be -0.295 -0.073 -0.742
H -0.252 -1.401 4.061
H 0.386 3.812 -3.221
H -2.513 -4.427 -1.713
H -1.970 4.713 -3.140
H 0.995 1.315 4.068
H 2.579 1.744 1.626
H 0.074 2.805 3.912
H -0.766 1.260 4.068
H 1.897 2.198 0.075
H -0.469 -5.233 -2.893
H -1.120 3.786 1.939
H 3.055 -2.257 1.542
H -2.220 2.564 1.312
H 1.863 3.340 1.419
H -0.996 -3.239 1.435
H -1.330 -0.272 1.373
H -2.520 -2.123 -0.772
H -3.071 1.183 -0.971
H 0.306 -3.447 0.252
H 2.628 -1.316 0.108
H 1.115 -2.511 3.943
H -1.039 3.339 0.244
H 1.397 -0.782 4.099
H 1.477 -3.643 -3.149
H 3.037 -0.497 1.607
H 0.562 -3.890 1.931
H -3.729 3.335 -2.028
*
```

Results of the Löwdin charge analysis, in e, for atoms 1 through 6: 0.418 0.419 0.119 0.126 0.087 0.097


C25H33N4O4S2 | ωB97M-V with the def2-TZVPD basis set

Calculated values
relative energy (zero: lowest compared OMol25 entry of this formula, charge and spin) = 0.0 kcal per mole
Kohn-Sham gap = 7.87 eV
SMILES = CCOc1ccc2nc(N(CCC[NH+](C)C)C(=O)c3ccc(S(=O)(=O)N4CCCC4)cc3)sc2c1
highest occupied orbital energy = -0.3868 Eh
energy = -2288.60477 a.u.

```
! RIJCOSX wB97M-V def2-TZVPD def2/J DEFGRID3
* xyz 1 1
S 0.784 -1.219 -1.245
S -3.694 2.076 0.895
O 2.668 2.835 -1.066
O -3.924 3.468 1.138
O -0.081 -6.106 0.395
O -3.897 1.138 1.963
N 4.855 3.259 0.258
N -4.466 1.628 -0.516
N 2.791 0.617 -0.716
N 2.826 -1.458 0.350
C -1.974 1.921 0.379
C 4.210 0.619 -1.056
C 2.099 1.779 -0.755
C 2.164 -2.647 0.416
C 0.209 -3.848 -0.434
C -1.772 -7.693 -0.107
C -6.354 0.176 -0.855
C 6.113 3.532 -0.446
C -1.560 2.564 -0.771
C -0.230 2.501 -1.144
C 0.247 1.145 0.801
C -5.622 2.430 -0.898
C 2.241 -0.630 -0.431
C -6.823 1.584 -0.487
C -4.839 0.218 -0.590
C -1.083 1.222 1.171
C 4.880 1.990 1.023
C 0.584 -4.944 0.339
C 1.743 -4.877 1.141
C 2.525 -3.753 1.186
C 5.120 0.744 0.170
C 4.497 4.386 1.131
C 1.005 -2.718 -0.386
C 0.673 1.774 -0.369
C -1.260 -6.288 -0.375
H -1.990 -7.814 0.950
H 3.915 1.898 1.528
H -6.544 -0.016 -1.911
H -0.668 -3.863 -1.059
H -6.976 1.666 0.590
H 4.424 5.298 0.542
H 6.029 4.469 -0.994
H 0.122 3.001 -2.033
H -2.013 -5.544 -0.083
H 5.659 2.056 1.787
H 0.950 0.615 1.427
H -2.676 -7.871 -0.681
H -5.564 3.395 -0.398
H -1.020 -8.423 -0.391
H -1.449 0.751 2.070
H -4.581 -0.254 0.360
H 5.251 4.522 1.905
H -4.269 -0.261 -1.391
H 4.046 3.152 -0.448
H -5.596 2.575 -1.983
H 3.409 -3.707 1.800
H 6.340 2.740 -1.155
H 6.155 0.697 -0.168
H -2.281 3.114 -1.354
H -7.736 1.873 -1.001
H 4.941 -0.124 0.807
H 6.931 3.615 0.268
H 4.373 1.427 -1.775
H -1.031 -6.161 -1.442
H 3.532 4.205 1.599
H -6.845 -0.595 -0.267
H 4.432 -0.329 -1.549
H 1.993 -5.750 1.722
*
```

Results of the Löwdin charge analysis, in e, for atoms 1 through 6: 1.149 0.677 0.046 -0.266 -0.035 -0.283


C26H24F3N2O | ωB97M-V with the def2-TZVPD basis set

Calculated values
relative energy (zero: lowest compared OMol25 entry of this formula, charge and spin) = 7.1 kcal per mole
Kohn-Sham gap = 4.60 eV
highest occupied orbital energy = -0.1262 Eh
energy = -1489.51775 a.u.

```
! RIJCOSX wB97M-V def2-TZVPD def2/J DEFGRID3
* xyz -1 1
F 3.193 0.918 3.197
F 3.345 -0.156 1.284
F 2.805 1.975 1.306
O -9.581 -1.406 6.067
N -4.726 1.158 2.607
N -0.762 -4.586 8.843
C -3.627 -3.856 6.618
C -1.537 -3.996 7.840
C -8.354 -1.534 5.881
C -2.829 -4.496 7.545
C 0.226 -5.606 8.562
C -8.571 -0.474 3.568
C -7.476 -2.119 6.909
C -1.049 -2.881 7.109
C -1.121 1.079 2.315
C -5.503 -1.774 5.469
C 0.823 -0.931 2.160
C -6.368 -1.211 4.473
C 0.210 1.419 2.128
C 1.172 0.415 2.070
C -4.098 -1.798 5.266
C -8.082 -2.575 8.194
C 2.619 0.788 1.957
C -0.502 -1.280 2.356
C -0.967 -4.312 10.252
C -7.716 -1.082 4.628
C -3.857 0.360 2.653
C -1.517 -0.285 2.468
C -6.130 -2.210 6.686
C -1.866 -2.218 6.218
C -3.218 -2.624 6.012
C -2.874 -0.624 2.748
H -7.945 -3.656 8.330
H -5.512 -2.605 7.493
H -1.506 -1.334 5.693
H 0.283 -5.779 7.482
H -0.031 -2.543 7.309
H -1.271 -5.227 10.783
H -0.030 -3.953 10.703
H -0.784 -2.334 2.433
H -3.166 -1.677 2.756
H -1.742 -3.546 10.374
H 1.212 -5.292 8.934
H -5.916 -0.849 3.549
H -3.672 -0.999 4.673
H -7.600 -2.079 9.047
H -4.601 -4.279 6.374
H -3.176 -5.386 8.077
H -9.151 -2.349 8.202
H -1.874 1.870 2.357
H -8.152 0.487 3.247
H -8.614 -1.120 2.682
H 0.497 2.461 2.024
H -0.042 -6.547 9.068
H -9.585 -0.328 3.946
H 1.590 -1.693 2.074
*
```

Results of the Löwdin charge analysis, in e, for atoms 1 through 6: 0.094 0.093 0.095 0.017 0.080 -0.258


C18H43Cl2F5OP2TeTi | ωB97M-V with the def2-TZVPD basis set

Calculated values
relative energy (zero: lowest compared OMol25 entry of this formula, charge and spin) = 8.2 kcal per mole
Kohn-Sham gap (alpha / beta) = 3.36 / 3.44 eV
highest occupied orbital energy (alpha / beta) = -0.0535 / -0.0565 Eh
energy = -4006.98511 a.u.

```
! RIJCOSX wB97M-V def2-TZVPD def2/J DEFGRID3
* xyz -1 2
Te -1.109 -2.192 3.505
Ti -0.731 -0.037 0.690
Cl -0.824 -0.668 -1.483
Cl 1.076 1.150 1.405
P 2.679 -1.776 -0.789
P -2.616 1.415 0.460
F 0.766 -2.430 3.298
F -0.596 -0.394 4.066
F -3.065 -1.794 3.451
F -1.279 -3.890 2.638
F -0.967 -2.988 5.299
O -1.042 -1.515 1.671
C 2.876 -1.106 -2.474
C -3.065 2.381 1.982
C -3.149 1.442 3.192
C 3.014 -4.477 -1.304
C 1.966 -3.448 -0.879
C -2.290 2.515 -1.003
C -0.954 3.279 -0.941
C 4.399 0.061 0.410
C 4.294 -1.342 -2.995
C 1.234 -3.818 0.429
C -5.370 0.912 0.330
C -3.484 3.431 -1.291
C -4.021 0.336 -0.102
C 2.445 0.370 -2.525
C 3.978 -1.412 0.440
C -3.881 -1.129 0.327
C -2.033 3.479 2.268
C 3.612 -1.831 1.874
H -2.152 1.108 3.494
H 1.374 0.481 -2.303
H 0.158 -3.941 0.263
H 1.622 -4.755 0.844
H 4.417 -1.514 2.557
H -1.020 3.053 2.275
H 3.503 -2.918 1.981
H -0.665 3.552 -1.967
H -3.573 1.990 4.046
H -4.344 2.862 -1.663
H 4.838 0.361 -0.549
H -3.795 3.999 -0.403
H 5.159 0.232 1.189
H 3.540 0.703 0.644
H 2.610 -5.489 -1.174
H -2.215 3.901 3.266
H -3.042 -1.631 -0.172
H -2.063 4.303 1.547
H -5.507 1.953 0.019
H 4.621 -2.382 -2.884
H -3.756 0.544 3.040
H -4.798 -1.666 0.039
H 4.844 -2.034 0.134
H 3.929 -4.403 -0.701
H -3.964 0.357 -1.205
H -3.763 -1.247 1.411
H -1.043 4.207 -0.363
H 3.015 0.979 -1.810
H 1.556 -1.032 -0.322
H 2.691 -1.342 2.217
H 5.010 -0.685 -2.490
H -4.058 2.844 1.825
H -6.174 0.323 -0.130
H -2.207 1.790 -1.835
H 2.168 -1.699 -3.083
H 4.329 -1.100 -4.065
H -5.490 0.850 1.418
H 2.621 0.764 -3.540
H 1.212 -3.353 -1.678
H 1.334 -3.053 1.207
H 3.295 -4.372 -2.361
H -0.126 2.692 -0.521
H -3.216 4.156 -2.072
*
```

Results of the Löwdin charge analysis, in e, for atoms 1 through 6: 1.826 0.055 0.084 0.080 1.110 0.972


C3H8NO | ωB97M-V with the def2-TZVPD basis set

Calculated values
relative energy (zero: lowest compared OMol25 entry of this formula, charge and spin) = 177.7 kcal per mole
Kohn-Sham gap (alpha / beta) = 7.31 / 7.32 eV
highest occupied orbital energy (alpha / beta) = -0.4964 / -0.4966 Eh
energy = -248.55270 a.u.

```
! RIJCOSX wB97M-V def2-TZVPD def2/J DEFGRID3
* xyz 1 1
O 1.785 -0.023 -1.144
N 3.189 0.246 -1.329
C -1.534 0.519 -0.192
C 1.259 0.352 -0.084
C -1.887 -0.463 0.801
H -1.006 0.169 -1.007
H -1.902 1.445 -0.026
H -1.522 -0.082 1.886
H 1.769 0.853 0.840
H 3.812 0.266 -0.502
H -3.101 -0.423 1.031
H -1.743 -1.430 0.605
H 3.381 -0.310 -2.134
*
```

Results of the Löwdin charge analysis, in e, for atoms 1 through 6: -0.084 0.097 0.199 0.071 -0.101 0.032


C16H28N4O2S | ωB97M-V with the def2-TZVPD basis set

Calculated values
relative energy (zero: lowest compared OMol25 entry of this formula, charge and spin) = 11.0 kcal per mole
Kohn-Sham gap = 9.04 eV
SMILES = CCCc1nnc(SCC(=O)N2CCC[C@H](C)C2)n1CCOC
highest occupied orbital energy = -0.3104 Eh
energy = -1394.17256 a.u.

```
! RIJCOSX wB97M-V def2-TZVPD def2/J DEFGRID3
* xyz 0 1
S 0.039 0.890 1.797
O 2.445 -1.010 3.668
O -0.695 3.337 -1.827
N 2.430 -1.419 1.455
N -1.913 1.305 -0.081
N -2.298 -0.737 -0.770
N -1.336 -0.802 0.165
C -1.945 2.726 0.119
C -3.675 0.983 -1.880
C 3.818 -1.842 1.473
C -3.042 1.459 -3.194
C -0.691 3.414 -0.422
C -1.109 0.417 0.576
C 3.239 -3.660 -0.152
C 1.795 -3.158 -0.146
C 1.093 -3.401 -1.476
C -4.103 1.959 -4.166
C 0.461 3.880 -2.413
C 0.354 -0.732 2.580
C 1.838 -1.074 2.613
C -2.647 0.507 -0.927
C 1.789 -1.659 0.183
C 3.915 -3.338 1.179
H 3.260 -4.737 -0.331
H 2.352 -1.118 -0.588
H 0.074 -3.022 -1.436
H 1.060 -4.465 -1.700
H 4.964 -3.636 1.157
H -2.015 2.927 1.193
H -0.248 -1.461 2.042
H 0.349 3.759 -3.488
H -4.818 1.171 -4.392
H 4.365 -1.273 0.712
H 0.763 -1.299 0.173
H -3.642 2.282 -5.096
H 3.421 -3.888 1.983
H 0.207 2.928 -0.011
H 0.020 -0.643 3.615
H 4.225 -1.610 2.458
H -2.498 0.624 -3.639
H -2.822 3.127 -0.391
H -4.255 1.794 -1.433
H -0.691 4.465 -0.097
H 1.619 -2.896 -2.283
H -4.645 2.802 -3.742
H 1.245 -3.680 0.645
H -2.326 2.254 -2.983
H 1.361 3.353 -2.075
H 0.563 4.945 -2.171
H 3.786 -3.176 -0.966
H -4.346 0.146 -2.082
*
```

Results of the Löwdin charge analysis, in e, for atoms 1 through 6: 1.011 0.044 -0.206 -0.056 0.000 0.075


C4H8O2 | ωB97M-V with the def2-TZVPD basis set

Calculated values
relative energy (zero: lowest compared OMol25 entry of this formula, charge and spin) = 100.7 kcal per mole
Kohn-Sham gap (alpha / beta) = 8.88 / 8.88 eV
highest occupied orbital energy (alpha / beta) = -0.3414 / -0.3413 Eh
energy = -307.55200 a.u.

```
! RIJCOSX wB97M-V def2-TZVPD def2/J DEFGRID3
* xyz 0 1
O -0.294 0.691 0.391
O 1.516 -0.887 0.807
C -1.817 -0.846 -0.499
C 0.855 0.257 1.088
C 1.966 0.905 0.465
C -0.605 0.005 -0.805
H -2.185 -1.354 -1.392
H 0.235 -0.624 -1.129
H 2.533 1.724 0.929
H -2.611 -0.214 -0.086
H -1.541 -1.589 0.257
H 0.695 0.406 2.163
H 2.063 0.777 -0.603
H -0.809 0.750 -1.587
*
```

Results of the Löwdin charge analysis, in e, for atoms 1 through 6: -0.104 0.000 -0.075 -0.592 0.214 -0.279